# 1
The following is a DFT calculation (wB97M-V/def2-TZVPD) of a 2-piece molecular cluster, C2HNO4 overall at a distorted geometry.

Last column: natural (NBO) charge in e.
Element x y z (Å)
C 0.91 0.21 -1.35  0.4425
C -0.77 -0.11 -0.09  0.5092
N -0.42 -0.05 1.33  0.4537
O -0.53 0.99 1.91  -0.3244
O 1.73 0.77 -0.70  -0.4279
O -1.78 -0.48 -0.56  -0.4768
O -0.04 -1.12 1.72  -0.3390
H 0.90 -0.23 -2.26  0.1626

Values from the calculation:
Multiplicity ... 1
F_max ... 0.157 Eh/bohr
ΔE to the lowest compared entry with this formula, charge and spin ... 119.9 kcal per mole
LUMO energy ... -0.599 eV
Total energy ... -432.32188 hartree

***

# 2
The following is a DFT calculation (wB97M-V/def2-TZVPD) of one molecule with the formula C19H24N2O2S at a distorted geometry.

Last column: natural (NBO) charge in e.
Element x y z (Å)
C -3.93 -2.86 1.09  -0.3789
N -3.11 -2.11 0.19  -0.4603
C -3.41 -1.55 -1.15  -0.2060
C -2.49 -0.48 -1.42  -0.4587
C -1.41 -0.37 -0.27  -0.0313
N 0.04 -0.80 -0.62  -0.7013
C 0.97 0.21 -1.27  -0.2672
C 0.72 1.63 -0.87  0.0524
C -0.12 2.38 -1.67  -0.2197
C -0.37 3.80 -1.42  -0.2180
C 0.19 4.44 -0.35  -0.2028
C 1.10 3.69 0.46  -0.2138
C 1.39 2.34 0.20  -0.0445
C 2.46 1.62 0.99  -0.0455
C 3.63 2.36 1.21  -0.2128
C 4.62 1.86 1.97  -0.2120
C 4.47 0.60 2.57  -0.2066
C 3.32 -0.11 2.38  -0.1996
C 2.32 0.37 1.66  -0.2076
S 0.60 -2.51 -0.62  2.1891
C -0.52 -3.48 -1.65  -0.8264
O 2.00 -2.42 -1.08  -0.9170
O 0.64 -2.67 0.85  -0.9172
C -2.17 -1.15 0.81  -0.2511
H -4.60 -3.49 0.42  0.1940
H -4.42 -2.29 1.78  0.1704
H -3.43 -3.56 1.59  0.1943
H -3.44 -2.34 -2.00  0.1772
H -4.47 -1.13 -1.15  0.1699
H -3.19 0.38 -1.32  0.2319
H -1.96 -0.60 -2.40  0.2205
H -1.28 0.63 0.15  0.2342
H 0.94 0.07 -2.40  0.1891
H 2.04 0.05 -1.05  0.2491
H -0.52 1.92 -2.54  0.2059
H -1.05 4.31 -2.10  0.2132
H 0.00 5.46 -0.04  0.2196
H 1.58 4.11 1.34  0.2202
H 3.72 3.27 0.68  0.2131
H 5.62 2.37 2.10  0.2145
H 5.11 0.07 3.25  0.2133
H 3.30 -1.05 2.90  0.2137
H 1.43 -0.22 1.49  0.2403
H 0.00 -4.31 -1.91  0.2496
H -1.36 -3.78 -1.08  0.2730
H -0.67 -2.93 -2.57  0.2554
H -2.81 -0.38 1.27  0.1563
H -1.49 -1.36 1.60  0.2381

Values from the calculation:
Multiplicity ... 1
F_max ... 0.141 Eh/bohr
ΔE to the lowest compared entry with this formula, charge and spin ... 138.2 kcal per mole
SMILES ... CN1CC[C@H](N(Cc2ccccc2-c2ccccc2)S(C)(=O)=O)C1
LUMO energy ... 0.440 eV
Total energy ... -1396.41371 hartree

***

# 3
The following is a DFT calculation (wB97M-V/def2-TZVPD) of C6H14CrNO11P2 as an isolated structure at a distorted geometry.

Last column: natural (NBO) charge in e.
Element x y z (Å)
Cr 0.69 -0.28 1.30  0.8099
O -0.35 2.40 2.61  -0.6330
C 0.53 1.41 2.35  0.7167
O 1.20 1.45 1.33  -0.4518
C 0.63 0.38 3.45  -0.1826
O 1.25 -0.79 2.95  -0.4051
C 0.35 -1.93 2.94  -0.2424
C -0.99 -1.72 2.20  0.7410
O -1.91 -2.51 2.56  -0.6203
O -1.05 -0.77 1.37  -0.6294
H -0.42 2.82 1.73  0.5224
H -0.36 0.20 3.89  0.2526
H 1.28 0.80 4.23  0.2478
H 0.17 -2.22 3.98  0.2394
H 0.89 -2.75 2.45  0.2607
N 0.53 1.16 -3.27  -0.7298
C -0.26 0.15 -2.36  -0.5746
C -1.34 -0.47 -3.26  -0.6480
P -1.07 1.28 -1.02  2.3883
O -2.64 0.87 -1.02  -0.9822
O -0.98 2.63 -1.71  -1.1538
O -0.53 1.04 0.35  -1.1003
P 0.91 -1.17 -1.69  2.3530
O 2.24 -0.22 -1.58  -1.0441
O 1.27 -2.12 -2.81  -1.1003
O 0.59 -1.61 -0.30  -1.0623
H 0.07 2.07 -3.05  0.4826
H 0.57 0.87 -4.24  0.4296
H 1.46 1.14 -2.82  0.4618
H -2.01 0.29 -3.66  0.2240
H -1.94 -1.18 -2.68  0.2580
H -0.89 -1.02 -4.09  0.2349
H -3.04 1.36 -0.29  0.5068
H 2.84 -0.74 -1.02  0.5218
H 2.30 -0.80 1.18  -0.0910

Values from the calculation:
Multiplicity ... 4
F_max ... 0.185 Eh/bohr
ΔE to the lowest compared entry with this formula, charge and spin ... 0.0 kcal per mole
⟨S²⟩ ... 3.821
LUMO energy (spin up / spin down) ... -0.125 / -0.930 eV
Total energy ... -2846.63505 hartree

***

# 4
The following is a DFT calculation (wB97M-V/def2-TZVPD) of C32H32F4N5NaOS as an isolated structure at a distorted geometry.

Last column: Löwdin charge in e.
Element x y z (Å)
Na -1.18 16.78 10.39  0.3248
C -4.91 14.96 14.04  -0.0527
C -4.27 15.84 12.89  -0.2686
N -2.89 15.63 12.59  -0.1805
C -1.96 16.18 13.59  -0.2702
C -2.16 17.63 14.01  -0.1009
C -2.60 14.22 12.42  -0.2029
C -1.11 13.88 12.13  -0.2173
N -0.30 14.87 11.46  -0.0074
C 1.01 14.75 11.34  -0.2327
C 1.69 15.64 10.51  -0.1445
F 0.99 16.73 10.02  0.0202
C 3.01 15.61 10.10  -0.2721
F 3.49 16.45 9.19  0.0730
C 3.85 14.64 10.62  -0.0050
C 3.30 13.89 11.69  -0.2354
F 4.19 13.39 12.55  0.0522
C 1.91 13.80 11.93  -0.1469
F 1.48 13.06 12.96  0.0525
H -4.12 14.81 14.81  0.0776
H -5.36 14.13 13.62  0.0049
H -5.68 15.57 14.40  0.0373
H -4.34 16.94 13.06  0.0985
H -4.81 15.65 11.96  0.0373
H -0.90 16.14 13.17  0.1157
H -1.80 15.55 14.51  0.1210
H -1.98 18.37 13.27  0.0453
H -1.37 17.79 14.76  0.0761
H -3.10 17.81 14.52  0.0585
H -3.31 13.80 11.69  0.0477
H -2.86 13.72 13.38  0.1054
H -1.10 12.97 11.38  0.1505
H -0.75 13.54 13.07  0.0752
H 4.89 14.64 10.29  0.1049
C -5.12 18.38 8.82  -0.0574
C -3.70 18.26 9.27  -0.2969
N -2.93 17.26 8.92  0.0212
N -3.35 16.36 8.08  0.0567
C -2.43 15.42 7.84  -0.4471
O -1.31 15.45 8.37  0.0034
C -2.85 14.37 6.83  -0.1120
C -1.80 13.44 6.50  -0.0223
C -2.13 12.28 5.81  -0.1128
C -3.41 12.09 5.23  -0.1297
C -4.35 13.08 5.39  -0.1164
C -4.00 14.27 6.08  -0.0425
C -2.95 19.31 9.89  -0.2213
C -3.47 20.64 10.08  -0.0228
C -2.62 21.66 10.43  -0.1031
C -1.27 21.37 10.74  -0.0956
C -0.88 20.03 10.73  -0.1062
N -1.72 19.02 10.34  0.0748
H -5.40 17.35 8.55  0.0652
H -5.32 19.03 7.89  0.0990
H -5.78 18.69 9.60  0.0494
H -0.79 13.61 6.90  0.1138
H -1.33 11.52 5.74  0.0952
H -3.77 11.09 4.75  0.1146
H -5.38 12.95 5.02  0.0939
H -4.66 15.13 6.00  0.1047
H -4.52 20.79 9.95  0.0893
H -3.02 22.66 10.35  0.0913
H -0.47 22.10 10.83  0.0818
H 0.07 19.74 11.11  0.0916
S -5.59 13.57 10.67  0.5180
C -6.14 12.22 11.52  -0.8205
C -7.00 12.26 12.57  -0.2075
C -7.22 11.16 13.35  -0.1603
C -6.46 10.05 13.16  -0.1729
C -5.72 9.88 11.98  -0.1396
C -5.56 10.96 11.20  -0.1767
H -7.54 13.20 12.75  0.0945
H -8.04 11.32 14.13  0.1094
H -6.42 9.34 13.96  0.0675
H -5.17 8.94 11.74  0.0956
H -5.02 10.98 10.22  0.0915

Values from the calculation:
Multiplicity ... 1
F_max ... 0.076 Eh/bohr
Net charge ... -2
LUMO energy ... 3.623 eV
Total energy ... -2547.50444 hartree

***

# 5
The following is a DFT calculation (wB97M-V/def2-TZVPD) of a 8-piece molecular cluster, C17H32BrCl2N3O15P2S overall at a distorted geometry.

Last column: Löwdin charge in e.
Element x y z (Å)
C -3.23 4.45 0.97  -0.1344
N -2.01 4.09 1.79  -0.2198
C -2.16 4.85 3.09  -0.1032
C -0.72 4.46 1.06  -0.1596
O -0.63 5.73 0.57  -0.0466
C 0.54 3.41 0.89  -0.0497
N 0.48 2.30 1.97  -0.0415
C -0.46 1.15 1.55  -0.1748
O -1.74 1.01 1.89  0.0340
C 0.57 0.25 0.65  0.0392
C 0.35 -1.00 -0.38  -0.0452
C -0.95 -1.97 -0.15  -0.1686
C -2.38 -1.39 -0.67  -0.1959
C -3.45 -1.38 0.58  -0.2398
C -4.40 -2.71 0.69  -0.2352
S -4.66 -3.01 2.56  0.5129
O -5.70 -4.11 2.86  -0.4271
O -5.11 -1.60 3.12  -0.4215
Cl -2.83 -3.51 3.50  0.3136
C 1.47 -1.22 -1.60  -0.2138
P 0.94 -2.08 -3.23  0.6812
O -0.71 -1.57 -3.67  -0.4010
Cl 2.12 -1.35 -4.89  0.2065
C 3.02 -0.69 -1.28  -0.1296
O 4.13 -0.91 -2.24  -0.1563
C 4.80 0.41 -2.53  -0.1529
N 5.32 1.57 -2.86  0.1446
C 3.35 0.05 0.19  -0.2413
P 5.07 0.09 1.02  0.5788
O 4.71 -0.22 2.74  -0.4150
Br 6.29 -1.73 0.39  0.2476
C 2.09 0.78 0.94  0.0037
C 2.00 1.99 2.04  -0.2334
O 2.90 2.58 2.83  0.0136
H -3.22 5.64 0.84  0.1031
H -3.20 4.03 -0.15  0.1053
H -4.23 4.08 1.45  0.1064
H -3.29 5.12 3.33  0.1097
H -1.67 4.22 3.97  0.1035
H -1.61 5.90 2.99  0.1069
H 1.58 3.97 1.05  0.1666
H 0.53 2.96 -0.20  0.1579
H -0.96 -2.36 0.99  0.1387
H -0.74 -2.97 -0.78  0.1138
H -2.79 -2.09 -1.55  0.1155
H -2.25 -0.32 -1.17  0.1245
H -4.03 -0.36 0.53  0.1338
H -2.80 -1.35 1.58  0.0731
H -5.46 -2.49 0.19  0.1378
H -3.98 -3.67 0.16  0.0968
H -0.73 -0.56 -3.54  0.0724
H 5.23 0.41 3.32  0.0684
O 7.88 -1.36 -3.68  -0.0578
H 7.97 -0.52 -4.14  0.0503
H 6.96 -1.37 -3.38  -0.0016
O 5.12 -2.93 -5.21  -0.0688
H 4.30 -2.51 -4.91  -0.0646
H 5.82 -2.46 -4.73  0.0135
O 3.22 -4.66 -3.20  -0.0942
H 3.63 -4.54 -4.07  0.0166
H 3.87 -5.17 -2.70  0.0434
O 0.58 8.23 0.25  -0.0803
H 0.05 8.83 -0.28  0.0342
H -0.03 7.50 0.46  -0.0242
O -2.62 -4.79 -1.73  -0.0651
H -2.83 -5.54 -1.16  0.0456
H -2.62 -5.17 -2.62  0.0508
O -6.26 -4.92 -0.70  -0.0685
H -6.61 -5.61 -1.28  0.0445
H -6.55 -5.19 0.19  0.0398
O 0.60 0.93 5.33  -0.0628
H 0.61 1.58 4.61  0.0072
H 1.54 0.80 5.53  0.0382

Values from the calculation:
Multiplicity ... 1
F_max ... 0.238 Eh/bohr
ΔE to the lowest compared entry with this formula, charge and spin ... 211.0 kcal per mole
SMILES ... CN(C)C(=O)CN1C(=O)c2c(CCCCS(=O)(=O)Cl)c(P(O)Cl)c(OC#N)c(P(O)Br)c2C1=O.O.O.O.O.O.O.O
LUMO energy ... -2.754 eV
Total energy ... -6534.45505 hartree